2 unconnected molecules or ions with the total composition C3H6BrNO2 in a non-equilibrium geometry, computed with ωB97M-V/def2-TZVPD.

Calculated values
**Total charge**: 0
**Frontier orbital gap (spin up / spin down)**: 7.798 / 7.551 eV
**Relative energy (zero: lowest compared OMol25 entry of this formula, charge and spin)**: 5.123 eV
**F_max**: 5.38 eV/Å
**HOMO energy (spin up / spin down)**: -8.8 / -8.6 eV

Each line ends with the natural charge from an NBO analysis.
CARTESIAN COORDINATES (ANGSTROEM)
C -0.265 1.349 -0.571  -0.7551
C -1.001 -1.051 0.231  -0.7173
C -0.187 -0.085 -0.525  0.1509
N 1.633 -0.254 0.883  0.4565
O 2.170 0.801 1.166  -0.3997
O 1.988 -1.380 1.179  -0.3915
Br 0.716 -1.006 -1.971  0.1014
H 0.520 1.895 -0.162  0.2930
H -1.127 1.648 0.043  0.2401
H -0.396 1.912 -1.620  0.2606
H -2.143 -0.947 -0.122  0.2408
H -1.046 -0.811 1.429  0.2627
H -0.864 -2.073 0.039  0.2576

***

C3H6Cl2FNO3S2 in the gas phase in a non-equilibrium geometry, computed with ωB97M-V/def2-TZVPD.

Calculated values
**Total charge**: 0
**Frontier orbital gap**: 9.978 eV
**Relative energy (zero: lowest compared OMol25 entry of this formula, charge and spin)**: 1.169 eV
**F_max**: 4.84 eV/Å
**HOMO energy**: -9.9 eV

Each line ends with the natural charge from an NBO analysis.
CARTESIAN COORDINATES (ANGSTROEM)
C 0.396 -1.007 -0.560  -0.4065
C -0.427 0.676 1.037  -0.4598
C -3.095 -1.247 0.028  0.0676
N -0.500 0.074 -0.310  -0.5614
O -5.042 0.565 -0.071  -0.8501
O -3.832 2.272 -1.304  -0.8512
O -3.314 1.992 1.086  -0.8546
F -2.363 -2.404 0.088  -0.3496
S -2.098 0.063 -0.843  0.4646
S -4.053 1.596 -0.081  2.4333
Cl -3.481 -0.805 1.681  0.0389
Cl -4.419 -1.640 -1.042  0.0651
H 0.482 -1.740 0.243  0.1993
H -0.016 -1.547 -1.422  0.2161
H 1.226 -0.518 -0.839  0.2066
H -0.466 0.130 2.067  0.2127
H 0.709 1.032 1.184  0.1923
H -1.001 1.600 1.090  0.2367

***

2 unconnected molecules or ions with the total composition C3H6Cl2N3 in a non-equilibrium geometry, computed with ωB97M-V/def2-TZVPD.

Calculated values
**Total charge**: +1
**Frontier orbital gap**: 6.982 eV
**Relative energy (zero: lowest compared OMol25 entry of this formula, charge and spin)**: 2.088 eV
**F_max**: 3.56 eV/Å
**HOMO energy**: -13.6 eV

Each line ends with the natural charge from an NBO analysis.
CARTESIAN COORDINATES (ANGSTROEM)
C -0.077 -1.779 -0.064  0.0525
C -0.675 1.749 0.251  0.5127
C -0.914 -0.574 0.078  0.2503
N 1.115 -1.658 -0.540  -0.4823
N -0.671 2.811 -0.564  -0.7004
N -0.393 0.572 -0.103  -0.4369
Cl -0.910 2.085 1.957  0.1296
Cl 2.907 -3.058 1.202  -0.3111
H -0.619 -2.747 0.008  0.2375
H -2.006 -0.716 -0.214  0.2318
H 2.235 -2.448 0.228  0.2661
H -0.524 2.830 -1.528  0.4367
H -1.007 3.654 -0.188  0.4326
H 1.539 -0.720 -0.522  0.3810

***

2 unconnected molecules or ions with the total composition C3H6Cl2NO in a non-equilibrium geometry, computed with ωB97M-V/def2-TZVPD.

Calculated values
**Total charge**: -1
**Frontier orbital gap**: 7.475 eV
**Relative energy (zero: lowest compared OMol25 entry of this formula, charge and spin)**: 2.743 eV
**F_max**: 4.13 eV/Å
**HOMO energy**: -3.8 eV

Each line ends with the natural charge from an NBO analysis.
CARTESIAN COORDINATES (ANGSTROEM)
C 0.352 -0.174 -1.363  -0.6580
C -0.338 0.002 1.213  -0.6523
C -0.850 -0.361 -0.292  0.1677
N -1.958 0.403 -0.786  -0.3576
O -1.314 2.122 -0.543  -0.7337
Cl -1.346 -2.078 -0.185  -0.1311
Cl -3.354 0.340 0.211  0.0397
H 0.251 0.878 -1.362  0.2831
H -0.101 -0.547 -2.284  0.2061
H 1.322 -0.706 -1.072  0.1982
H -1.190 -0.184 1.807  0.2081
H 0.022 1.054 1.358  0.2435
H 0.406 -0.781 1.485  0.1862

***

2 unconnected molecules or ions with the total composition C3H6Cl4Si in a non-equilibrium geometry, computed with ωB97M-V/def2-TZVPD.

Calculated values
**Multiplicity**: 3
**Total charge**: 0
**Frontier orbital gap (spin up / spin down)**: 8.355 / 9.039 eV
**Relative energy (zero: lowest compared OMol25 entry of this formula, charge and spin)**: 0.188 eV
**F_max**: 1.90 eV/Å
**HOMO energy (spin up / spin down)**: -7.8 / -11.1 eV

Each line ends with the natural charge from an NBO analysis.
CARTESIAN COORDINATES (ANGSTROEM)
C -1.664 -1.232 0.227  -0.5097
C 0.005 0.746 -0.023  -0.5139
C 0.644 0.720 1.306  -0.2885
Si 0.938 0.141 -1.520  1.2513
Cl 1.386 -0.866 1.658  -0.0269
Cl -0.499 1.125 2.620  -0.0283
Cl 2.724 1.093 -1.596  -0.3561
Cl -0.163 0.631 -3.132  -0.3519
H -2.213 -1.059 -0.674  0.1655
H -0.950 -2.027 0.251  0.1704
H -2.061 -0.875 1.153  0.1740
H -0.808 1.447 -0.119  0.2300
H 1.462 1.443 1.387  0.2507
H 1.199 -1.287 -1.537  -0.1668

***

A molecular structure, C3H6Cl6 in a non-equilibrium geometry, computed with ωB97M-V/def2-TZVPD.

Calculated values
**Total charge**: 0
**Frontier orbital gap**: 9.427 eV
**Relative energy (zero: lowest compared OMol25 entry of this formula, charge and spin)**: 7.019 eV
**F_max**: 12.74 eV/Å
**HOMO energy**: -9.0 eV

Each line ends with the natural charge from an NBO analysis.
CARTESIAN COORDINATES (ANGSTROEM)
C -1.555 -0.072 -0.355  -0.4843
Cl -2.512 0.525 0.982  -0.0040
Cl -1.199 -1.824 -0.274  -0.0492
H -2.065 0.066 -1.309  0.2203
H -0.618 0.481 -0.425  0.2246
C 0.979 -2.588 -0.073  -0.3857
Cl 0.602 -2.414 1.662  -0.0258
Cl 1.432 -1.046 -0.874  -0.0374
H 1.786 -3.319 -0.128  0.2169
H 0.110 -2.996 -0.588  0.2162
C 0.638 2.743 0.403  -0.4088
Cl 1.989 2.343 -0.622  -0.0032
Cl -0.805 1.889 -0.210  0.0672
H 0.786 2.398 1.426  0.2270
H 0.434 3.814 0.385  0.2262

***

A molecular structure, C3H6ClF in a non-equilibrium geometry, computed with ωB97M-V/def2-TZVPD.

Calculated values
**Total charge**: 0
**Frontier orbital gap**: 11.559 eV
**Relative energy (zero: lowest compared OMol25 entry of this formula, charge and spin)**: 2.949 eV
**F_max**: 6.10 eV/Å
**HOMO energy**: -10.8 eV

Each line ends with the natural charge from an NBO analysis.
CARTESIAN COORDINATES (ANGSTROEM)
C -0.430 -1.317 -0.067  -0.6698
C 0.399 0.109 0.487  0.4154
C 0.208 1.296 -0.380  -0.6415
H -1.527 -1.300 0.075  0.2220
H -0.396 -2.197 0.626  0.2305
H -0.202 -1.639 -1.082  0.2200
H 0.111 2.476 0.383  0.2398
H -1.047 0.955 -0.839  0.2160
H 0.812 1.493 -1.240  0.2334
F -0.210 0.345 1.609  -0.3245
Cl 2.284 -0.220 0.429  -0.1412

***

C3H6ClF in the gas phase in a non-equilibrium geometry, computed with ωB97M-V/def2-TZVPD.

Calculated values
**Total charge**: 0
**Frontier orbital gap**: 11.759 eV
**Relative energy (zero: lowest compared OMol25 entry of this formula, charge and spin)**: 0.575 eV
**F_max**: 6.29 eV/Å
**HOMO energy**: -10.8 eV

Each line ends with the natural charge from an NBO analysis.
CARTESIAN COORDINATES (ANGSTROEM)
C -0.419 1.093 -0.597  -0.6123
C -0.440 -0.027 0.384  -0.1809
Cl -1.753 -1.136 -0.242  -0.0894
C 0.864 -0.759 0.427  0.0313
F 1.072 -1.403 -0.844  -0.3751
H -0.154 0.573 -1.535  0.2321
H -1.316 1.465 -0.599  0.2119
H 0.434 1.748 -0.304  0.2052
H -0.723 0.210 1.394  0.2180
H 0.723 -1.575 1.238  0.1753
H 1.713 -0.191 0.678  0.1839

***

C3H6ClF in the gas phase in a non-equilibrium geometry, computed with ωB97M-V/def2-TZVPD.

Calculated values
**Total charge**: 0
**Frontier orbital gap**: 11.607 eV
**Relative energy (zero: lowest compared OMol25 entry of this formula, charge and spin)**: 0.700 eV
**F_max**: 3.59 eV/Å
**HOMO energy**: -10.7 eV

Each line ends with the natural charge from an NBO analysis.
CARTESIAN COORDINATES (ANGSTROEM)
C -0.268 -0.406 1.619  -0.6920
C 0.060 -0.406 0.117  0.4627
C -1.051 -0.897 -0.826  -0.6933
F 1.196 -1.125 -0.111  -0.3404
Cl 0.124 1.438 -0.466  -0.1670
H -0.544 -1.353 2.131  0.2358
H 0.503 0.098 2.319  0.2401
H -1.049 0.317 1.761  0.2351
H -2.054 -0.929 -0.254  0.2220
H -0.784 -1.937 -0.821  0.2349
H -1.391 -0.281 -1.669  0.2622